1.
ORCA calculation (ωB97M-V/def2-TZVPD) on a molecular structure, C2H5NO4.

Last column: natural (NBO) charge in e.
Element x y z (Å)
C: 0.728 0.213 -0.025  0.93
N: 0.050 -0.947 0.389  -0.69
C: -1.281 -0.847 -0.164  0.60
O: 1.771 0.556 0.732  -0.67
O: 0.893 0.325 -1.328  -0.70
O: -0.708 1.233 0.295  -0.91
O: -1.428 -0.818 -1.377  -0.60
H: 2.483 0.872 0.158  0.51
H: 0.048 -0.034 -1.748  0.53
H: -0.583 1.690 1.136  0.46
H: 0.080 -1.052 1.396  0.39
H: -2.052 -1.190 0.537  0.15

Cartesian forces, eV/Å:
-2.24 1.00 0.21
-0.51 -0.39 -0.22
1.05 -2.29 -0.57
0.03 0.01 0.00
-0.01 0.10 -0.42
1.84 0.03 -0.26
-0.28 0.59 1.15
-0.16 0.11 -0.02
0.62 0.20 0.29
0.08 -0.01 -0.03
-0.21 0.14 -0.03
-0.22 0.54 -0.10

Results
LUMO ... 0.0201 hartree

***

2.
ORCA calculation (ωB97M-V/def2-TZVPD) on a single C5H8N2 molecule.

Last column: natural (NBO) charge in e.
Element x y z (Å)
C: -1.540 0.768 -0.046  -0.42
C: -1.370 0.019 -1.350  -0.40
C: 1.112 0.445 -0.031  -0.47
C: 1.651 -0.646 0.920  -0.29
C: -0.267 -0.057 -0.191  0.03
N: 0.591 -1.516 1.272  -0.13
N: -0.419 -1.313 0.620  -0.11
H: -1.465 1.803 0.063  0.21
H: -2.393 0.556 0.598  0.22
H: -1.847 -0.893 -1.491  0.23
H: -1.203 0.674 -2.292  0.22
H: 1.004 1.334 0.493  0.23
H: 1.683 0.456 -1.051  0.23
H: 2.467 -1.248 0.475  0.22
H: 1.996 -0.381 2.011  0.22

Cartesian forces, eV/Å:
-0.66 -1.52 0.01
2.73 3.29 0.08
1.18 -1.82 -1.95
2.47 0.73 2.19
-3.80 -1.04 -0.79
-0.65 -1.76 -0.45
-0.84 0.93 -0.57
0.74 1.74 -0.81
0.46 -1.06 0.15
-1.02 -1.28 -0.17
0.02 -1.42 1.72
0.65 2.07 0.39
-0.90 0.43 2.12
-0.37 0.26 0.32
-0.01 0.43 -2.25

Results
LUMO ... 0.0391 hartree
Structure (SMILES) ... C1CC2(CC2)N=N1

***

3.
ORCA calculation (ωB97M-V/def2-TZVPD) on 2 unconnected molecules or ions with the total composition C8H18BrN.

Last column: natural (NBO) charge in e.
Element x y z (Å)
C: -3.118 0.687 -0.460  -0.62
C: -2.195 0.015 0.547  -0.43
C: -0.854 0.686 0.669  -0.28
N: 0.369 -0.221 0.447  -0.21
C: 0.503 -1.300 1.504  -0.41
C: 0.402 -0.786 -1.020  -0.24
C: 1.945 -0.814 -1.303  -0.41
C: 2.605 0.235 -0.253  -0.44
C: 1.501 0.829 0.531  -0.22
H: -2.670 0.875 -1.447  0.26
H: -3.326 1.676 -0.130  0.21
H: -4.099 0.111 -0.436  0.21
H: -2.004 -1.008 0.236  0.19
H: -2.551 -0.159 1.534  0.21
H: -0.750 1.292 1.544  0.21
H: -0.667 1.429 -0.119  0.30
H: -0.290 -2.045 1.344  0.23
H: 0.571 -0.835 2.445  0.22
H: 1.467 -1.823 1.340  0.22
H: -0.055 -1.816 -1.028  0.21
H: -0.219 -0.061 -1.569  0.30
H: 2.418 -1.820 -1.066  0.20
H: 2.051 -0.658 -2.344  0.25
H: 3.270 -0.384 0.408  0.21
H: 3.251 0.966 -0.864  0.26
H: 1.666 0.825 1.605  0.20
H: 1.180 1.801 0.177  0.28
Br: -0.401 2.304 -2.292  -0.88

Cartesian forces, eV/Å:
-1.19 -0.94 0.54
1.12 -0.77 -0.84
0.43 0.08 -1.43
-1.04 1.02 0.06
0.92 -0.47 -2.50
0.56 -0.67 1.86
-0.56 -0.60 2.19
2.10 -1.14 -2.46
-0.38 -1.37 0.75
-0.14 -0.74 0.24
-0.41 0.99 0.48
1.15 0.78 -0.58
0.00 -0.35 -0.47
-1.09 0.35 0.80
0.41 -0.24 1.11
-0.72 -0.27 -0.20
0.12 0.56 0.45
-0.47 0.42 1.26
-0.47 0.27 -0.06
0.38 1.10 0.14
0.70 -0.22 -0.33
-0.89 1.03 -0.37
0.61 0.69 -0.91
-0.39 0.77 -0.67
-1.09 -0.89 1.31
0.46 0.58 0.04
-0.32 -0.16 -0.23
0.22 0.17 -0.17

Results
LUMO ... 0.0064 hartree

***

4.
ORCA calculation (ωB97M-V/def2-TZVPD) on 2 unconnected molecules or ions with the total composition CH4ClNO.

Last column: natural (NBO) charge in e.
Element x y z (Å)
C: 0.834 -0.441 0.741  0.29
N: -1.295 0.918 -0.012  -1.09
O: 0.573 -1.643 0.397  -0.66
Cl: 1.914 0.341 -0.502  -0.16
H: -1.074 1.670 -0.776  0.38
H: -1.219 -0.062 -0.131  0.37
H: -0.659 1.259 0.702  0.37
H: 0.927 -2.043 -0.420  0.50

Cartesian forces, eV/Å:
0.96 0.31 -0.15
0.22 4.30 -0.65
-0.41 -0.73 0.29
-0.09 -0.37 0.20
-0.79 -2.98 1.06
0.19 -0.36 -0.92
-0.36 -0.66 0.37
0.27 0.49 -0.19

Results
LUMO ... 0.0137 hartree

***

5.
ORCA calculation (ωB97M-V/def2-TZVPD) on 2 unconnected molecules or ions with the total composition C5H5BrN4S2.

Last column: natural (NBO) charge in e.
Element x y z (Å)
C: 1.051 -1.450 -0.337  0.06
C: 0.005 -2.281 -0.667  -0.31
C: -1.389 -2.011 -0.776  0.24
C: 1.054 0.870 0.011  0.22
C: 1.158 1.472 -1.337  -0.71
N: 0.934 -0.315 0.296  -0.41
N: -2.462 -1.642 -0.889  -0.30
N: -2.406 1.338 2.192  -0.15
N: -1.405 1.054 2.735  -0.15
S: -0.418 0.675 3.866  0.14
S: -3.267 1.809 1.021  0.17
Br: 0.606 -3.982 -1.289  0.06
H: 2.102 -1.797 -0.660  0.24
H: 1.027 1.524 0.924  0.18
H: 0.147 1.162 -1.914  0.26
H: 2.052 1.038 -1.843  0.24
H: 1.212 2.537 -1.332  0.24

Cartesian forces, eV/Å:
-0.25 -2.62 -2.26
1.56 -0.14 -0.34
2.04 0.22 0.59
-0.17 3.06 1.26
-1.68 -1.68 -1.77
0.11 -0.78 1.74
-1.44 0.23 -0.11
4.40 -1.18 2.01
-3.76 0.81 -1.34
1.10 -0.35 0.87
-1.70 0.68 -1.59
-0.37 -0.23 -0.19
-1.66 0.48 0.97
0.03 -0.07 -0.99
2.44 0.63 1.01
-0.76 0.30 0.02
0.10 0.64 0.11

Results
LUMO ... -0.0357 hartree
Structure (SMILES) ... C/C=N\C=C(\Br)C#N.S=NN=S

***

no.,E_HOMO (eV),E_tot (a.u.)
1,-9.856,-434.88942
2,-9.190,-304.71850
3,-7.426,-2944.33036
4,-9.452,-630.58509
5,-8.527,-3782.76023